# C24H29N7O4

C24H29N7O4 in the gas phase in a non-equilibrium geometry (ωB97M-V/def2-TZVPD, the OMol25 dataset).

Geometry as ORCA input:
```
! RIJCOSX wB97M-V def2-TZVPD def2/J DEFGRID3
* xyz 0 1
C -6.810 -0.297 -0.454
O -5.957 0.002 0.625
C -4.736 0.541 0.355
C -4.276 0.884 -0.911
C -2.997 1.385 -1.067
C -2.154 1.553 0.025
N -0.831 1.954 -0.227
C 0.230 1.809 0.610
O 0.131 1.701 1.811
C 1.611 1.745 -0.092
N 1.718 0.369 -0.646
C 2.857 -0.080 -1.196
O 3.881 0.576 -1.311
C 2.868 -1.564 -1.600
N 2.928 -2.355 -0.407
N 1.997 -3.262 -0.036
N 2.341 -3.716 1.088
N 3.468 -3.168 1.530
C 3.848 -2.311 0.601
N 4.980 -1.577 0.564
C 0.548 -0.452 -0.599
C 0.135 -1.034 0.589
C -1.053 -1.739 0.647
C -1.839 -1.881 -0.492
O -3.037 -2.509 -0.538
C -3.570 -3.031 0.659
C -1.394 -1.335 -1.698
C -0.218 -0.623 -1.750
C 2.696 1.990 0.967
C 2.630 3.421 1.497
C 2.753 4.432 0.362
C 1.664 4.190 -0.679
C 1.777 2.769 -1.223
C -2.630 1.253 1.298
C -3.903 0.750 1.454
H -6.343 -1.004 -1.147
H -7.695 -0.753 -0.013
H -7.105 0.607 -0.997
H -4.894 0.755 -1.785
H -2.646 1.631 -2.059
H -0.630 2.066 -1.210
H 3.762 -1.737 -2.209
H 1.976 -1.864 -2.149
H 5.476 -1.511 1.436
H 4.995 -0.760 -0.030
H 0.729 -0.920 1.482
H -1.350 -2.169 1.588
H -2.924 -3.808 1.078
H -3.726 -2.240 1.399
H -4.530 -3.467 0.388
H -2.001 -1.471 -2.579
H 0.113 -0.185 -2.682
H 2.554 1.288 1.790
H 3.673 1.818 0.517
H 1.687 3.570 2.023
H 3.440 3.568 2.214
H 2.672 5.445 0.757
H 3.731 4.331 -0.113
H 0.683 4.337 -0.222
H 1.765 4.902 -1.500
H 1.053 2.599 -2.024
H 2.771 2.627 -1.652
H -1.993 1.392 2.155
H -4.277 0.503 2.435
*
```

E: -43979.233 eV
HOMO-LUMO gap: 8.48 eV
Lowest unoccupied orbital energy: 0.01731 Ha

Mulliken analysis output, partial charges in e: number 1, C, carries -0.89; number 2, O, carries -0.47; number 3, C, carries 0.71; number 4, C, carries -0.31; number 5, C, carries -0.90; number 6, C, carries 0.06; number 7, N, carries 0.39; number 8, C, carries -1.08; number 9, O, carries -0.66; number 10, C, carries 1.58; number 11, N, carries 1.26; number 12, C, carries 0.92; number 13, O, carries -0.70; number 14, C, carries -1.14; number 15, N, carries 0.85; number 16, N, carries -0.32; number 17, N, carries -0.46; number 18, N, carries -0.54; number 19, C, carries 0.54; number 20, N, carries -0.42; number 21, C, carries -1.38; number 22, C, carries -0.39; number 23, C, carries -0.35; number 24, C, carries 0.29; number 25, O, carries -0.50; number 26, C, carries -0.84; number 27, C, carries -0.72; number 28, C, carries -0.46; number 29, C, carries -1.08; number 30, C, carries -0.78; number 31, C, carries -0.74; number 32, C, carries -0.69; number 33, C, carries -1.34; number 34, C, carries -0.42; number 35, C, carries -0.56; number 36, H, carries 0.34; number 37, H, carries 0.25; number 38, H, carries 0.34; number 39, H, carries 0.41; number 40, H, carries 0.40; number 41, H, carries 0.22; number 42, H, carries 0.31; number 43, H, carries 0.46; number 44, H, carries 0.29; number 45, H, carries 0.27; number 46, H, carries 0.56; number 47, H, carries 0.51; number 48, H, carries 0.39; number 49, H, carries 0.27; number 50, H, carries 0.25; number 51, H, carries 0.49; number 52, H, carries 0.52; number 53, H, carries 0.34; number 54, H, carries 0.56; number 55, H, carries 0.30; number 56, H, carries 0.46; number 57, H, carries 0.40; number 58, H, carries 0.36; number 59, H, carries 0.29; number 60, H, carries 0.45; number 61, H, carries 0.41; number 62, H, carries 0.70; number 63, H, carries 0.54; number 64, H, carries 0.45

# C8H7O3

A gas-phase ion, C8H7O3 (charge -1) in a non-equilibrium geometry (ωB97M-V/def2-TZVPD, the OMol25 dataset).

Geometry as ORCA input:
```
! RIJCOSX wB97M-V def2-TZVPD def2/J DEFGRID3
* xyz -1 1
C 0.337 -1.941 -0.045
C -2.773 0.234 0.011
C 1.000 0.294 1.201
C 1.124 0.032 -1.220
C 1.353 -0.812 0.092
C -0.281 0.901 0.630
C -0.243 0.769 -0.875
C -1.296 0.022 -0.093
O -2.931 1.438 0.281
O 0.634 -3.135 0.080
O -3.606 -0.651 -0.097
H 0.852 -0.193 2.235
H 1.647 1.135 1.399
H 2.022 0.584 -1.338
H 1.085 -0.605 -2.065
H 2.344 -1.380 0.203
H -0.805 1.795 1.160
H -0.465 1.512 -1.558
*
```

E: -14548.789 eV
HOMO-LUMO gap (alpha / beta): 7.59 / 6.95 eV
Lowest unoccupied orbital energy (alpha / beta): 0.12828 / 0.12486 Ha

Mulliken analysis output, partial charges in e: number 1, C, carries -0.14; number 2, C, carries 0.22; number 3, C, carries -0.96; number 4, C, carries -1.16; number 5, C, carries 0.13; number 6, C, carries -0.06; number 7, C, carries -0.53; number 8, C, carries 0.53; number 9, O, carries -0.69; number 10, O, carries -0.50; number 11, O, carries -0.72; number 12, H, carries 0.32; number 13, H, carries 0.41; number 14, H, carries 0.41; number 15, H, carries 0.46; number 16, H, carries 0.40; number 17, H, carries 0.39; number 18, H, carries 0.47

# C5H10

C5H10 in the gas phase in a non-equilibrium geometry (ωB97M-V/def2-TZVPD, the OMol25 dataset).

Geometry as ORCA input:
```
! RIJCOSX wB97M-V def2-TZVPD def2/J DEFGRID3
* xyz 0 1
C 1.434 1.546 -0.734
C 0.808 0.349 -0.885
C -0.688 0.193 -0.647
C -0.865 -1.117 0.228
C -0.518 -0.871 1.689
H 2.509 1.715 -0.875
H 0.939 2.408 -0.227
H 1.373 -0.434 -1.358
H -1.203 0.026 -1.591
H -1.181 1.111 -0.150
H -0.260 -1.891 -0.149
H -1.958 -1.384 0.203
H -0.602 -1.636 2.411
H 0.515 -0.500 1.864
H -1.151 -0.008 1.964
*
```

E: -5346.044 eV
HOMO-LUMO gap: 10.79 eV
Lowest unoccupied orbital energy: 0.04734 Ha

Mulliken analysis output, partial charges in e: number 1, C, carries -0.76; number 2, C, carries -0.16; number 3, C, carries -0.37; number 4, C, carries -0.46; number 5, C, carries -1.14; number 6, H, carries 0.28; number 7, H, carries 0.21; number 8, H, carries 0.30; number 9, H, carries 0.27; number 10, H, carries 0.27; number 11, H, carries 0.36; number 12, H, carries 0.27; number 13, H, carries 0.37; number 14, H, carries 0.30; number 15, H, carries 0.27

# C3H6N2O2

C3H6N2O2 in the gas phase in a non-equilibrium geometry (ωB97M-V/def2-TZVPD, the OMol25 dataset).

Geometry as ORCA input:
```
! RIJCOSX wB97M-V def2-TZVPD def2/J DEFGRID3
* xyz 0 1
N -0.421 1.477 0.735
C 0.866 0.923 0.262
C 0.790 -0.040 -0.900
O 1.701 -0.303 -1.657
N -0.443 -0.684 -1.048
C -0.970 -1.369 0.061
O -1.884 -2.227 0.066
H -0.297 1.382 1.793
H -1.281 1.035 0.381
H 1.358 0.588 1.222
H 1.549 1.721 -0.070
H -0.544 -1.322 -1.829
H -0.423 -1.183 0.984
*
```

E: -10282.782 eV
HOMO-LUMO gap: 10.37 eV
Lowest unoccupied orbital energy: 0.01403 Ha

Mulliken analysis output, partial charges in e: number 1, N, carries -0.60; number 2, C, carries -0.37; number 3, C, carries 0.48; number 4, O, carries -0.55; number 5, N, carries -0.18; number 6, C, carries 0.03; number 7, O, carries -0.52; number 8, H, carries 0.26; number 9, H, carries 0.30; number 10, H, carries 0.25; number 11, H, carries 0.28; number 12, H, carries 0.29; number 13, H, carries 0.31

# C14H38NO7P

6 unconnected molecules or ions with the total composition C14H38NO7P in a non-equilibrium geometry (ωB97M-V/def2-TZVPD, the OMol25 dataset).

Geometry as ORCA input:
```
! RIJCOSX wB97M-V def2-TZVPD def2/J DEFGRID3
* xyz 0 1
N -2.170 3.895 -0.291
P -2.632 3.015 -1.519
C -1.858 1.342 -1.637
C -2.726 0.081 -1.570
C -1.604 -0.959 -1.292
C -0.401 -0.111 -0.881
O 0.756 -0.378 -0.857
O -0.906 1.147 -0.581
H -1.711 4.735 -0.619
H -4.027 2.787 -1.454
H -2.336 3.630 -2.754
H -1.310 1.247 -2.583
H -3.199 -0.230 -2.499
H -3.415 0.020 -0.732
H -1.291 -1.570 -2.138
H -1.879 -1.674 -0.514
C -1.967 -3.819 3.178
C -2.169 -2.811 2.064
O -2.157 -3.430 0.777
H -1.025 -4.351 3.043
H -1.956 -3.329 4.153
H -2.768 -4.562 3.176
H -1.361 -2.080 2.058
H -3.112 -2.269 2.200
H -2.876 -4.069 0.751
C 3.821 1.797 -0.228
C 3.889 1.976 -1.732
O 3.689 0.736 -2.402
H 4.574 1.080 0.104
H 3.984 2.743 0.292
H 2.845 1.403 0.065
H 4.868 2.346 -2.034
H 3.135 2.697 -2.066
H 2.818 0.416 -2.144
C -2.738 -2.619 -6.209
C -2.590 -1.286 -5.501
O -1.521 -1.304 -4.555
H -2.911 -3.416 -5.486
H -3.571 -2.598 -6.914
H -1.828 -2.866 -6.760
H -3.494 -1.051 -4.940
H -2.423 -0.483 -6.226
H -0.709 -1.499 -5.034
C 1.473 -0.566 2.498
C 1.510 -1.901 3.215
O 1.685 -1.740 4.623
H 2.396 -0.014 2.689
H 1.361 -0.692 1.422
H 0.644 0.047 2.865
H 2.349 -2.500 2.866
H 0.591 -2.467 3.028
H 0.944 -1.226 4.955
C 2.173 3.291 3.219
C 3.439 3.089 4.031
O 3.216 2.253 5.165
H 1.389 3.731 3.836
H 2.354 3.945 2.364
H 1.798 2.336 2.847
H 3.802 4.040 4.416
H 4.227 2.651 3.408
H 2.914 1.397 4.848
*
```

E: -40242.860 eV
HOMO-LUMO gap: 9.22 eV
Lowest unoccupied orbital energy: 0.01429 Ha

Mulliken analysis output, partial charges in e: number 1, N, carries -0.67; number 2, P, carries 0.22; number 3, C, carries -0.07; number 4, C, carries -0.67; number 5, C, carries 0.30; number 6, C, carries 0.42; number 7, O, carries -0.62; number 8, O, carries -0.24; number 9, H, carries 0.22; number 10, H, carries 0.07; number 11, H, carries 0.09; number 12, H, carries 0.32; number 13, H, carries 0.15; number 14, H, carries 0.39; number 15, H, carries 0.19; number 16, H, carries -0.20; number 17, C, carries -1.22; number 18, C, carries 0.21; number 19, O, carries -0.55; number 20, H, carries 0.31; number 21, H, carries 0.33; number 22, H, carries 0.40; number 23, H, carries -0.06; number 24, H, carries 0.29; number 25, H, carries 0.30; number 26, C, carries -0.57; number 27, C, carries -0.43; number 28, O, carries -0.54; number 29, H, carries 0.29; number 30, H, carries 0.27; number 31, H, carries 0.10; number 32, H, carries 0.33; number 33, H, carries 0.26; number 34, H, carries 0.30; number 35, C, carries -1.12; number 36, C, carries -0.21; number 37, O, carries -0.39; number 38, H, carries 0.29; number 39, H, carries 0.34; number 40, H, carries 0.33; number 41, H, carries 0.27; number 42, H, carries 0.28; number 43, H, carries 0.24; number 44, C, carries -0.67; number 45, C, carries 0.08; number 46, O, carries -0.54; number 47, H, carries 0.23; number 48, H, carries 0.06; number 49, H, carries 0.47; number 50, H, carries 0.36; number 51, H, carries -0.28; number 52, H, carries 0.31; number 53, C, carries -0.66; number 54, C, carries -0.27; number 55, O, carries -0.53; number 56, H, carries 0.31; number 57, H, carries 0.31; number 58, H, carries 0.00; number 59, H, carries 0.34; number 60, H, carries 0.21; number 61, H, carries 0.30

# C5H15N

2 unconnected molecules or ions with the total composition C5H15N in a non-equilibrium geometry (ωB97M-V/def2-TZVPD, the OMol25 dataset).

Geometry as ORCA input:
```
! RIJCOSX wB97M-V def2-TZVPD def2/J DEFGRID3
* xyz 0 1
C 2.036 -3.200 2.077
C 1.184 -1.999 1.605
C -0.297 -2.156 1.872
H 3.046 -2.994 1.719
H 1.660 -4.169 1.763
H 2.067 -3.189 3.169
H 1.448 -1.895 0.546
H 1.582 -1.079 2.037
H -0.909 -2.180 0.973
H -0.461 -3.124 2.366
H -0.716 -1.491 2.628
C 0.062 2.826 -1.615
N -1.380 2.959 -1.444
C -2.116 2.469 -2.651
H 0.306 1.785 -1.831
H 0.485 3.489 -2.371
H 0.539 2.923 -0.639
H -1.660 3.921 -1.314
H -3.114 2.101 -2.411
H -1.466 1.729 -3.102
H -2.295 3.274 -3.377
*
```

E: -6917.420 eV
HOMO-LUMO gap: 9.81 eV
Lowest unoccupied orbital energy: 0.03781 Ha

Mulliken analysis output, partial charges in e: number 1, C, carries -1.24; number 2, C, carries -0.19; number 3, C, carries -1.02; number 4, H, carries 0.34; number 5, H, carries 0.36; number 6, H, carries 0.31; number 7, H, carries 0.27; number 8, H, carries 0.28; number 9, H, carries 0.27; number 10, H, carries 0.32; number 11, H, carries 0.30; number 12, C, carries -0.84; number 13, N, carries -0.38; number 14, C, carries -0.72; number 15, H, carries 0.32; number 16, H, carries 0.30; number 17, H, carries 0.31; number 18, H, carries 0.22; number 19, H, carries 0.25; number 20, H, carries 0.29; number 21, H, carries 0.25

What is the formula in the first record?
C24H29N7O4

The lowest E belongs to which entry?
C24H29N7O4

Which formula does entry 5 have?
C14H38NO7P

Which formula does entry 6 have?
C5H15N